(1)
Below is a molecular structure, C8H17CuOP2, with properties calculated with ωB97M-V/def2-TZVPD.

The geometry in ORCA input format:
```
! wB97M-V def2-TZVPD RIJCOSX def2/J DEFGRID3
* xyz -1 2
C -0.675 -2.989 -1.665
C -1.343 -2.991 -2.855
C -2.279 -1.943 -3.247
C -2.609 -0.821 -2.440
C -1.985 -0.509 -1.268
Cu -0.400 -1.153 -1.875
P 1.402 -1.468 -0.628
H 0.015 -3.819 -1.374
H -1.187 -3.796 -3.594
H -2.841 -2.055 -4.209
H -2.355 0.325 -0.581
H -3.441 -0.142 -2.765
H 2.418 -0.502 -0.828
H 2.212 -2.616 -0.878
H 1.312 -1.592 0.803
C -0.150 3.101 2.452
P 0.473 1.672 1.577
C 2.033 2.167 0.818
C 0.879 0.453 2.854
O -0.516 1.182 0.565
H 0.477 3.967 2.212
H -0.134 2.885 3.525
H -1.177 3.258 2.102
H 2.654 2.769 1.492
H 2.570 1.257 0.535
H 1.809 2.760 -0.081
H 0.058 -0.271 2.895
H 1.810 -0.081 2.635
H 0.970 0.953 3.825
*
```

The HOMO energy (alpha / beta) comes out at -1.00 / -0.88 eV. As for the calculated total energy: -73830.66147 eV.

Here are the Mulliken charges for atoms 1 to 2, given in e: C -0.716; C -0.141

(2)
Below is a molecular structure, C8H17IrOP2, with properties calculated with ωB97M-V/def2-TZVPD.

The geometry in ORCA input format:
```
! wB97M-V def2-TZVPD RIJCOSX def2/J DEFGRID3
* xyz 0 5
C -0.566 -0.036 -3.127
C -1.323 1.246 -2.999
C -0.480 2.294 -2.662
C 0.892 1.844 -2.725
C 0.902 0.309 -2.950
Ir 0.316 -0.362 -1.195
P -0.109 -2.524 -1.086
H -0.892 -0.896 -3.705
H -2.440 1.241 -3.022
H -0.750 3.203 -2.208
H 1.702 -0.198 -3.414
H 1.800 2.393 -2.607
H 1.075 -3.088 -1.617
H -1.259 -2.939 -1.809
H -0.259 -2.930 0.264
C -0.127 1.534 3.200
P 0.104 0.196 1.993
C 1.673 -0.625 2.353
C -1.242 -0.992 2.219
O 0.124 0.833 0.593
H -1.030 2.115 2.966
H 0.737 2.214 3.197
H -0.238 1.107 4.208
H 1.630 -1.088 3.351
H 1.895 -1.380 1.582
H 2.452 0.152 2.352
H -1.870 -1.012 1.315
H -0.858 -1.991 2.478
H -1.860 -0.621 3.054
*
```

The HOMO energy (alpha / beta) comes out at -3.10 / -7.66 eV. The value obtained for the energy above the lowest of the compared OMol25 structures with the same formula, charge and spin is 3.55 kcal per mole. As for the calculated total energy: -32029.12229 eV.

Here are the Mulliken charges for atoms 1 to 2, given in e: C -0.724; C -0.394

(3)
Below is a molecular structure, C8H17MoP2, with properties calculated with ωB97M-V/def2-TZVPD.

The geometry in ORCA input format:
```
! wB97M-V def2-TZVPD RIJCOSX def2/J DEFGRID3
* xyz 1 3
C 0.613 2.899 -1.237
C 1.473 2.736 -0.098
C 0.646 2.333 1.031
C -0.727 2.301 0.571
C -0.756 2.636 -0.829
Mo 0.450 0.775 -0.520
P 1.704 -0.212 -2.399
H 0.927 3.266 -2.216
H 2.521 3.001 -0.027
H 1.002 2.187 2.043
H -1.639 2.707 -1.445
H -1.586 2.001 1.166
H 2.464 -1.398 -2.119
H 2.746 0.552 -3.044
H 0.988 -0.692 -3.558
C -1.598 -2.836 1.234
P -0.986 -1.310 0.387
C -1.234 -0.409 2.072
C 0.410 -2.474 -0.401
H -2.470 -2.579 1.839
H -0.827 -3.268 1.901
H -1.826 -3.562 0.452
H -1.430 -1.084 2.915
H -0.536 0.399 2.304
H -2.203 0.094 1.842
H 0.305 -3.523 -0.081
H 0.131 -2.442 -1.476
H 1.437 -2.097 -0.306
*
```

The HOMO energy (alpha / beta) comes out at -11.65 / -10.97 eV. The value obtained for the energy above the lowest of the compared OMol25 structures with the same formula, charge and spin is 57.04 kcal per mole. As for the calculated total energy: -28994.39451 eV.

Here are the Mulliken charges for atoms 1 to 2, given in e: C -0.652; C -0.408

(4)
Below is 2 unconnected molecules or ions with the total composition C8H17N, with properties calculated with ωB97M-V/def2-TZVPD.

The geometry in ORCA input format:
```
! wB97M-V def2-TZVPD RIJCOSX def2/J DEFGRID3
* xyz 0 1
H -0.809 -0.401 -0.326
N -0.544 -0.072 -1.430
C 0.634 -0.150 -1.860
C 0.849 -0.198 -3.354
C 1.921 -0.137 -1.045
C 1.814 -0.731 0.356
H 1.291 -1.155 -3.636
H 1.538 0.588 -3.666
H -0.098 -0.075 -3.872
H 2.692 -0.671 -1.608
H 2.256 0.905 -0.986
H 1.189 -0.120 1.004
H 1.412 -1.744 0.318
H 2.800 -0.776 0.816
C -1.470 0.540 3.117
C -1.409 0.599 1.806
C -1.045 1.724 0.941
C -1.695 -0.975 1.004
H -1.692 -0.379 3.642
H -1.308 1.418 3.729
H 0.021 1.966 0.995
H -1.219 1.452 -0.124
H -1.642 2.601 1.164
H -2.485 -1.349 1.659
H -2.197 -1.317 0.095
H -0.805 -1.542 1.261
*
```

The SMILES is [H]/N=C(/C)CC.C=C(C)C. The HOMO energy comes out at -8.76 eV. The value obtained for the energy above the lowest of the compared OMol25 structures with the same formula, charge and spin is 66.40 kcal per mole. As for the calculated total energy: -10058.64037 eV.

Here are the Mulliken charges for atoms 1 to 2, given in e: H 0.135; N -0.815

(5)
Below is a gas-phase ion, C8H17N2 (charge +1), with properties calculated with ωB97M-V/def2-TZVPD.

The geometry in ORCA input format:
```
! wB97M-V def2-TZVPD RIJCOSX def2/J DEFGRID3
* xyz 1 1
C 1.281 -1.449 0.619
N 1.696 -0.134 0.193
C 3.059 -0.029 -0.300
C 0.948 0.917 0.297
N 1.312 2.151 0.019
C -0.742 0.836 0.802
C -1.792 1.691 0.189
C -1.778 0.204 -0.075
C -2.790 -0.702 0.589
C -1.401 -0.221 -1.478
H 1.950 -1.804 1.405
H 0.265 -1.424 1.001
H 1.334 -2.144 -0.219
H 3.741 0.297 0.488
H 3.383 -1.004 -0.654
H 3.114 0.669 -1.136
H 0.634 2.891 0.118
H 2.250 2.414 -0.244
H -0.741 0.666 1.867
H -2.530 2.104 0.862
H -1.552 2.339 -0.638
H -3.767 -0.590 0.122
H -2.895 -0.476 1.648
H -2.492 -1.745 0.489
H -0.961 -1.214 -1.487
H -0.701 0.479 -1.925
H -2.295 -0.249 -2.096
*
```

The SMILES is CN(C)C(=[NH2+])[C@H]1CC1(C)C. The HOMO energy comes out at -13.95 eV. The value obtained for the energy above the lowest of the compared OMol25 structures with the same formula, charge and spin is 23.81 kcal per mole. As for the calculated total energy: -11545.16244 eV.

Here are the Mulliken charges for atoms 1 to 2, given in e: C -1.030; N 0.062

(6)
Below is 2 unconnected molecules or ions with the total composition C8H17N2, with properties calculated with ωB97M-V/def2-TZVPD.

The geometry in ORCA input format:
```
! wB97M-V def2-TZVPD RIJCOSX def2/J DEFGRID3
* xyz 1 3
C -1.556 1.863 -2.000
C -0.959 1.190 -1.195
C -2.107 2.805 -2.844
C -1.132 -0.668 1.679
C 1.342 -0.284 1.420
C -0.103 1.701 1.700
C -0.214 0.351 -0.485
C -0.051 0.279 1.063
N 0.661 -0.609 -1.540
N 1.108 -2.999 -0.894
H -2.778 3.465 -2.403
H -1.308 3.240 -3.427
H -2.532 2.120 -3.607
H -1.059 -1.645 1.417
H -2.048 -0.400 1.366
H -1.016 -0.600 2.806
H 1.504 -1.218 0.968
H 1.503 -0.537 2.433
H 2.059 0.404 1.045
H 0.412 1.597 2.655
H -1.134 1.970 1.917
H 0.460 2.443 1.098
H 0.304 -0.251 -2.418
H 0.949 -1.574 -1.133
H 0.622 -3.722 -0.389
H 0.994 -3.209 -1.882
H 2.201 -2.918 -0.835
*
```

The HOMO energy (alpha / beta) comes out at -11.27 / -13.95 eV. The value obtained for the energy above the lowest of the compared OMol25 structures with the same formula, charge and spin is 50.53 kcal per mole. As for the calculated total energy: -11538.98296 eV.

Here are the Mulliken charges for atoms 1 to 2, given in e: C 0.499; C -0.654

(7)
Below is a gas-phase ion, C8H17N2O (charge +1), with properties calculated with ωB97M-V/def2-TZVPD.

The geometry in ORCA input format:
```
! wB97M-V def2-TZVPD RIJCOSX def2/J DEFGRID3
* xyz 1 1
C -2.009 -0.028 -0.110
C 0.497 -0.347 -0.471
C 1.040 0.650 0.470
C -3.229 -0.807 0.332
C 0.531 0.017 -1.978
C 1.489 -1.462 -0.297
C 0.664 0.636 1.957
C 2.025 1.622 0.107
N -0.861 -0.716 -0.155
N -2.078 1.263 -0.181
O -1.208 2.093 -0.595
H -3.496 -0.329 1.275
H -3.230 -1.936 0.457
H -4.025 -0.701 -0.288
H 0.260 -0.937 -2.597
H 1.444 0.400 -2.332
H -0.358 0.806 -2.115
H 1.682 -1.655 0.842
H 2.411 -1.094 -0.833
H 1.111 -2.297 -0.833
H 1.543 0.351 2.485
H -0.083 -0.088 2.248
H 0.210 1.562 2.307
H 1.774 2.765 0.358
H 2.467 1.592 -0.878
H 2.777 1.336 0.832
H -0.971 -1.723 0.073
H -2.971 1.619 -0.110
*
```

The HOMO energy (alpha / beta) comes out at -11.52 / -11.52 eV. The value obtained for the energy above the lowest of the compared OMol25 structures with the same formula, charge and spin is 103.65 kcal per mole. As for the calculated total energy: -13588.47438 eV.

Here are the Mulliken charges for atoms 1 to 2, given in e: C 0.679; C 0.865

(8)
Below is a gas-phase ion, C8H17N2OS (charge +1), with properties calculated with ωB97M-V/def2-TZVPD.

The geometry in ORCA input format:
```
! wB97M-V def2-TZVPD RIJCOSX def2/J DEFGRID3
* xyz 1 1
C -0.711 1.560 0.641
C -0.180 0.890 -0.501
N -0.856 0.078 -1.323
C -0.256 -0.143 -2.693
C -1.389 -1.054 -0.800
O -2.342 -0.813 0.096
C -3.285 -1.976 0.210
S 0.214 -1.898 0.204
N 1.182 -0.376 0.277
C 2.595 -0.477 0.177
C 1.909 -0.102 1.450
C 2.030 1.286 1.947
H -1.729 1.870 0.531
H -0.218 2.443 1.062
H -0.942 0.798 1.404
H 0.470 1.519 -1.084
H -1.108 -0.580 -3.192
H 0.098 0.883 -3.141
H 0.619 -0.829 -2.827
H -1.744 -1.849 -1.547
H -2.926 -2.574 1.022
H -3.408 -2.470 -0.770
H -4.303 -1.573 0.619
H 2.953 0.320 -0.449
H 3.139 -1.365 -0.057
H 1.845 -0.746 2.325
H 3.026 1.509 2.507
H 1.183 1.480 2.574
H 1.906 1.883 1.065
*
```

The SMILES is C/C=[N+](/C)[C@H](OC)SN1C[C@H]1C. The HOMO energy comes out at -12.89 eV. The value obtained for the energy above the lowest of the compared OMol25 structures with the same formula, charge and spin is 98.20 kcal per mole. As for the calculated total energy: -24424.18917 eV.

Here are the Mulliken charges for atoms 1 to 2, given in e: C -1.571; C 0.022

Question: Which value of calculated total energy does entry 7 give?
Answer: -13588.47438 eV